Entry 1:
Formula: C23H29NO6
Source: OMol25
Level of theory: ωB97M-V/def2-TZVPD

Cartesian coordinates (Å):
C (8.432, 2.034, 1.132)
C (7.675, 1.296, 0.036)
C (6.219, 1.059, 0.421)
O (5.583, 0.362, -0.629)
C (4.235, 0.072, -0.363)
C (3.709, -0.793, -1.508)
O (2.297, -0.923, -1.471)
C (1.794, -1.785, -0.544)
O (2.489, -2.406, 0.223)
C (0.350, -1.840, -0.623)
N (-0.354, -1.088, -1.546)
C (-1.667, -1.307, -1.402)
C (-1.844, -2.223, -0.368)
C (-0.561, -2.564, 0.133)
C (-0.269, -3.514, 1.232)
C (-3.161, -2.634, 0.088)
O (-3.365, -3.421, 0.990)
C (-4.306, -1.998, -0.690)
C (-4.015, -0.620, -1.291)
C (-3.839, 0.479, -0.268)
C (-3.475, 0.228, 1.044)
C (-3.288, 1.263, 1.953)
O (-2.913, 1.092, 3.252)
C (-2.643, -0.215, 3.703)
C (-3.491, 2.573, 1.531)
C (-3.862, 2.839, 0.228)
C (-4.030, 1.804, -0.683)
O (-4.375, 1.984, -2.001)
C (-4.695, 3.282, -2.436)
C (-2.762, -0.694, -2.187)
H (8.422, 1.460, 2.056)
H (7.978, 3.003, 1.326)
H (9.466, 2.191, 0.836)
H (7.699, 1.870, -0.891)
H (8.140, 0.330, -0.159)
H (5.709, 2.019, 0.598)
H (6.161, 0.470, 1.350)
H (3.643, 1.001, -0.299)
H (4.132, -0.468, 0.589)
H (3.943, -0.319, -2.462)
H (4.175, -1.782, -1.458)
H (0.092, -0.473, -2.207)
H (-1.003, -3.404, 2.027)
H (-0.346, -4.536, 0.862)
H (0.737, -3.357, 1.610)
H (-4.539, -2.690, -1.505)
H (-5.183, -1.955, -0.041)
H (-4.861, -0.334, -1.924)
H (-3.343, -0.791, 1.362)
H (-1.829, -0.676, 3.134)
H (-2.341, -0.109, 4.744)
H (-3.530, -0.854, 3.648)
H (-3.355, 3.375, 2.239)
H (-4.013, 3.865, -0.067)
H (-5.525, 3.707, -1.864)
H (-4.993, 3.176, -3.479)
H (-3.831, 3.953, -2.377)
H (-2.981, -1.314, -3.063)
H (-2.491, 0.302, -2.540)

Calculated values
- energy above the lowest of the compared OMol25 structures with the same formula, charge and spin (eV) = 2.771
- gap between HOMO and LUMO (eV) = 8.5
- SMILES = CCCOCCOC(=O)c1[nH]c2c(c1C)C(=O)C[C@@H](c1cc(OC)ccc1OC)C2

***

Entry 2:
Formula: C23H30Cl2MnN5O4
Source: OMol25
Level of theory: ωB97M-V/def2-TZVPD

Cartesian coordinates (Å):
Mn (-0.529, 0.018, 0.794)
C (-3.049, -0.032, 2.661)
C (-2.439, 1.327, 2.948)
N (-1.667, 1.744, 1.778)
C (-0.638, 2.747, 2.064)
C (0.574, 2.064, 2.644)
C (1.418, 2.691, 3.545)
C (2.480, 1.977, 4.073)
C (2.642, 0.650, 3.711)
C (1.761, 0.092, 2.799)
C (1.885, -1.342, 2.355)
N (0.606, -1.902, 1.927)
C (-0.226, -2.498, 2.974)
C (-1.262, -1.509, 3.472)
N (-1.986, -0.977, 2.316)
N (0.769, 0.800, 2.256)
H (-3.710, 0.051, 1.796)
H (-3.651, -0.376, 3.509)
H (-1.755, 1.266, 3.798)
H (-3.215, 2.050, 3.217)
H (-2.287, 2.082, 1.051)
H (-0.991, 3.519, 2.755)
H (-0.354, 3.230, 1.128)
H (1.228, 3.715, 3.836)
H (3.155, 2.439, 4.780)
H (3.432, 0.045, 4.135)
H (2.350, -1.931, 3.154)
H (2.562, -1.362, 1.498)
H (0.779, -2.598, 1.216)
H (0.368, -2.888, 3.808)
H (-0.754, -3.346, 2.531)
H (-0.779, -0.681, 3.994)
H (-1.929, -2.005, 4.187)
H (-2.392, -1.748, 1.795)
Cl (-2.165, 2.769, -5.788)
C (-1.614, 2.372, -4.194)
C (-0.696, 3.229, -3.557)
C (-0.239, 2.942, -2.304)
Cl (0.887, 4.000, -1.527)
C (-0.644, 1.770, -1.584)
O (-0.138, 1.523, -0.445)
C (-1.600, 0.940, -2.252)
C (-2.195, -0.188, -1.611)
O (-1.981, -0.602, -0.462)
C (-2.063, 1.259, -3.552)
H (-0.352, 4.120, -4.066)
H (-2.949, -0.729, -2.198)
H (-2.787, 0.610, -4.029)
O (1.038, -0.769, -0.553)
C (1.029, -1.697, -1.339)
O (0.156, -2.682, -1.267)
C (1.979, -1.773, -2.520)
N (1.754, -3.028, -3.254)
C (1.346, -2.683, -4.635)
C (1.894, -1.280, -4.870)
C (1.685, -0.620, -3.508)
H (2.999, -1.703, -2.136)
H (0.385, -3.252, -2.053)
H (2.587, -3.600, -3.260)
H (0.255, -2.682, -4.694)
H (1.717, -3.430, -5.333)
H (1.384, -0.753, -5.675)
H (2.958, -1.326, -5.113)
H (0.648, -0.289, -3.401)
H (2.324, 0.240, -3.325)

Calculated values
- energy above the lowest of the compared OMol25 structures with the same formula, charge and spin (eV) = 0.242
- ⟨S²⟩ = 1.04
- net charge = +1
- gap between HOMO and LUMO (spin up / spin down) (eV) = 7.6 / 7.7
- spin multiplicity = 2

***

Entry 3:
Formula: C23H30ClN3PTi
Source: OMol25
Level of theory: ωB97M-V/def2-TZVPD

Cartesian coordinates (Å):
Ti (-0.011, -0.869, 0.614)
Cl (0.267, 1.178, 1.518)
P (-0.115, 0.854, -1.281)
C (-1.528, 0.048, -2.022)
C (-1.320, -0.895, -3.049)
C (-2.426, -1.600, -3.551)
C (-3.714, -1.267, -3.140)
C (-3.889, -0.387, -2.087)
C (-2.811, 0.233, -1.470)
C (-0.442, 2.650, -1.405)
C (0.384, 3.533, -0.695)
C (0.273, 4.904, -0.915)
C (-0.701, 5.424, -1.757)
C (-1.579, 4.540, -2.368)
C (-1.479, 3.156, -2.207)
C (1.399, 0.546, -2.218)
C (2.487, 0.036, -1.504)
C (3.680, -0.202, -2.180)
C (3.823, 0.070, -3.527)
C (2.768, 0.672, -4.215)
C (1.545, 0.911, -3.573)
H (1.084, 3.129, 0.031)
H (0.977, 5.575, -0.458)
H (-0.751, 6.499, -1.938)
H (-2.348, 4.938, -3.009)
H (-2.158, 2.468, -2.714)
H (-0.288, -1.066, -3.398)
H (-2.272, -2.401, -4.276)
H (-4.578, -1.726, -3.610)
H (-4.889, -0.152, -1.761)
H (-2.930, 0.910, -0.619)
H (2.362, -0.221, -0.441)
H (4.534, -0.593, -1.645)
H (4.784, -0.097, -4.007)
H (2.903, 0.959, -5.253)
H (0.692, 1.327, -4.123)
H (-0.410, -2.144, -0.903)
H (0.314, -1.887, -0.791)
C (2.794, -2.253, 4.053)
N (1.382, -1.910, 4.335)
C (0.811, -2.721, 5.472)
C (0.648, -1.681, 3.202)
N (1.345, -1.569, 2.055)
N (-0.671, -1.463, 3.210)
C (-1.354, -1.027, 4.405)
C (-1.653, -1.585, 2.060)
H (3.164, -2.737, 4.949)
H (3.418, -1.375, 3.829)
H (2.865, -2.952, 3.201)
H (0.551, -2.141, 6.390)
H (-0.093, -3.299, 5.158)
H (1.604, -3.417, 5.801)
H (2.271, -1.289, 2.433)
H (-2.161, -0.361, 4.049)
H (-1.784, -1.892, 4.956)
H (-0.627, -0.490, 5.038)
H (-1.887, -0.780, 1.192)
H (-1.624, -2.583, 1.573)
H (-2.636, -1.532, 2.585)

Calculated values
- ⟨S²⟩ = 0.78
- net charge = +2
- gap between HOMO and LUMO (spin up / spin down) (eV) = 6.7 / 7.1
- spin multiplicity = 2

***

Entry 4:
Formula: C23H30ClN7O
Source: OMol25
Level of theory: ωB97M-V/def2-TZVPD

Cartesian coordinates (Å):
C (-2.140, -0.369, -2.558)
C (-2.278, 0.531, -1.488)
N (-1.199, 0.992, -0.846)
C (-1.441, 1.699, 0.171)
N (-0.571, 2.027, 0.890)
C (-1.356, 2.928, 1.886)
N (-2.682, 2.967, 1.736)
N (-2.761, 2.294, 0.406)
C (-3.921, 1.939, -0.212)
C (-3.697, 0.946, -1.143)
C (-5.019, 0.615, -1.769)
H (-5.819, 1.288, -2.036)
H (-4.686, -0.185, -2.873)
C (-5.539, -0.615, -0.876)
C (-4.524, -1.788, -0.760)
O (-4.343, -2.699, -1.290)
N (-3.826, -1.792, 0.595)
H (-4.105, -0.899, 1.221)
C (-2.706, -2.423, 0.903)
C (-1.454, -1.839, 1.049)
C (-0.396, -2.929, 1.215)
N (0.911, -2.443, 1.356)
C (1.568, -2.188, -0.064)
C (1.583, -0.765, -0.348)
N (2.377, 0.085, 0.250)
C (3.827, 0.076, 0.429)
C (4.556, -0.066, 1.588)
C (5.944, 0.488, 1.474)
C (6.463, 0.433, 0.396)
C (5.790, 0.375, -0.782)
C (4.404, 0.327, -0.846)
H (3.806, 0.190, -1.844)
Cl (6.531, 0.645, -2.388)
H (7.585, 0.493, 0.194)
H (6.459, 0.298, 2.417)
H (4.154, 0.199, 2.606)
C (1.695, -0.180, 1.576)
H (2.144, 0.449, 2.775)
C (1.570, -1.610, 2.218)
H (0.889, -1.611, 3.215)
H (2.689, -2.081, 2.569)
H (0.529, 0.295, 1.814)
H (2.033, -0.780, -1.462)
H (0.602, -0.509, -0.569)
H (0.884, -2.803, -0.922)
H (2.757, -2.759, -0.137)
H (-0.404, -3.907, 0.702)
H (-0.387, -3.398, 2.375)
H (-1.359, -0.948, 1.519)
H (-1.362, -1.447, -0.024)
H (-2.816, -3.330, 0.231)
H (-3.010, -2.843, 1.927)
H (-6.194, -1.109, -1.556)
H (-5.877, -0.379, 0.121)
C (-5.020, 2.490, 0.448)
H (-4.859, 3.411, 1.285)
H (-5.666, 2.965, -0.580)
H (-5.899, 1.839, 0.825)
H (-0.827, 3.663, 2.659)
H (-0.975, -0.551, -2.445)
H (-2.631, -1.396, -2.594)
H (-2.510, 0.074, -3.471)

Calculated values
- energy above the lowest of the compared OMol25 structures with the same formula, charge and spin (eV) = 20.254
- gap between HOMO and LUMO (eV) = 7.2

***

Entry 5:
Formula: C23H30IrN7SSi
Source: OMol25
Level of theory: ωB97M-V/def2-TZVPD

Cartesian coordinates (Å):
Ir (0.312, -0.167, 0.519)
N (4.612, -0.361, -0.225)
C (3.646, 0.478, 0.130)
N (2.536, -0.225, 0.323)
C (2.922, -1.517, 0.085)
N (4.170, -1.627, -0.263)
C (2.001, -2.597, 0.384)
C (2.218, -3.924, 0.024)
N (1.395, -4.871, 0.439)
C (0.398, -4.548, 1.250)
C (0.159, -3.223, 1.590)
N (0.929, -2.241, 1.115)
H (5.578, -0.155, -0.454)
H (3.789, 1.535, 0.276)
H (3.066, -4.201, -0.591)
H (-0.212, -5.354, 1.640)
H (-0.616, -2.952, 2.291)
C (-2.492, 5.930, 1.913)
Si (-2.570, 4.690, 0.513)
C (-2.743, 5.654, -1.090)
C (-3.936, 3.415, 0.631)
C (-0.832, 3.865, 0.367)
C (0.218, 4.638, -0.155)
C (1.373, 4.048, -0.654)
C (1.467, 2.667, -0.637)
N (0.549, 1.938, -0.001)
C (-0.522, 2.525, 0.519)
S (-1.372, 1.348, 1.450)
H (-3.357, 6.593, 1.859)
H (-1.589, 6.540, 1.867)
H (-2.516, 5.416, 2.876)
H (-3.738, 6.100, -1.139)
H (-2.626, 4.993, -1.951)
H (-2.013, 6.459, -1.169)
H (-4.891, 3.912, 0.448)
H (-4.000, 2.957, 1.622)
H (-3.838, 2.622, -0.115)
H (0.112, 5.715, -0.203)
H (2.172, 4.639, -1.076)
H (2.266, 2.144, -1.140)
C (-4.449, -0.229, 0.441)
N (-4.219, -1.619, 0.929)
C (-5.122, -2.580, 0.228)
C (-2.751, -2.015, 0.896)
C (-2.089, -1.917, -0.461)
C (-2.446, -2.814, -1.465)
C (-1.921, -2.726, -2.751)
C (-1.015, -1.729, -3.056)
C (-0.595, -0.860, -2.053)
C (-1.083, -0.976, -0.758)
H (-5.517, -0.040, 0.371)
H (-3.999, -0.119, -0.543)
H (-4.001, 0.484, 1.127)
H (-4.485, -1.642, 1.916)
H (-4.999, -2.486, -0.846)
H (-6.155, -2.357, 0.485)
H (-4.903, -3.598, 0.544)
H (-2.706, -3.040, 1.264)
H (-2.229, -1.356, 1.589)
H (-3.140, -3.615, -1.246)
H (-2.234, -3.431, -3.509)
H (-0.626, -1.629, -4.060)
H (0.109, -0.072, -2.304)

Calculated values
- ⟨S²⟩ = 0.76
- net charge = +3
- gap between HOMO and LUMO (spin up / spin down) (eV) = 6.7 / 5.1
- spin multiplicity = 2

***

Entry 6:
Formula: C23H30N2O2
Source: OMol25
Level of theory: ωB97M-V/def2-TZVPD

Cartesian coordinates (Å):
C (-6.611, -0.658, -0.541)
C (-5.645, 0.288, 0.184)
C (-5.932, 0.269, 1.691)
C (-5.893, 1.709, -0.331)
C (-4.218, -0.181, -0.058)
C (-3.254, 0.601, -0.677)
C (-1.964, 0.143, -0.895)
C (-1.610, -1.136, -0.496)
O (-0.376, -1.714, -0.667)
C (0.562, -1.115, -1.533)
C (1.384, 0.021, -0.899)
O (1.022, 1.174, -1.024)
N (2.547, -0.319, -0.286)
C (2.971, -1.638, -0.057)
C (2.144, -2.589, 0.541)
C (2.655, -3.856, 0.755)
C (3.964, -4.133, 0.389)
C (4.710, -3.109, -0.169)
N (4.232, -1.897, -0.384)
C (3.510, 0.733, 0.080)
C (2.955, 1.642, 1.176)
C (4.027, 2.642, 1.598)
C (4.488, 3.466, 0.400)
C (5.021, 2.555, -0.701)
C (3.951, 1.555, -1.130)
C (-2.560, -1.931, 0.141)
C (-3.835, -1.457, 0.354)
H (-6.523, -1.676, -0.170)
H (-7.639, -0.330, -0.395)
H (-6.400, -0.666, -1.609)
H (-6.944, 0.620, 1.885)
H (-5.235, 0.921, 2.215)
H (-5.835, -0.732, 2.101)
H (-6.926, 1.990, -0.136)
H (-5.725, 1.770, -1.404)
H (-5.249, 2.425, 0.172)
H (-3.486, 1.601, -1.005)
H (-1.244, 0.801, -1.354)
H (0.057, -0.690, -2.410)
H (1.224, -1.924, -1.856)
H (1.137, -2.339, 0.828)
H (2.040, -4.615, 1.216)
H (4.395, -5.110, 0.544)
H (5.742, -3.255, -0.461)
H (4.384, 0.201, 0.467)
H (2.084, 2.175, 0.794)
H (2.642, 1.038, 2.031)
H (3.629, 3.300, 2.373)
H (4.881, 2.105, 2.020)
H (3.644, 4.041, 0.013)
H (5.263, 4.171, 0.709)
H (5.330, 3.151, -1.562)
H (5.898, 2.015, -0.335)
H (3.094, 2.089, -1.539)
H (4.343, 0.884, -1.896)
H (-2.277, -2.924, 0.457)
H (-4.544, -2.104, 0.848)

Calculated values
- energy above the lowest of the compared OMol25 structures with the same formula, charge and spin (eV) = 1.145
- gap between HOMO and LUMO (eV) = 9.0
- SMILES = CC(C)(C)c1ccc(OCC(=O)N(c2ccccn2)C2CCCCC2)cc1

***

Entry 7:
Formula: C23H30N2O3
Source: OMol25
Level of theory: ωB97M-V/def2-TZVPD

Cartesian coordinates (Å):
C (6.100, -3.075, -0.549)
O (6.036, -1.867, -1.268)
C (4.834, -1.484, -1.784)
C (4.828, -0.278, -2.488)
C (3.658, 0.194, -3.043)
C (2.478, -0.521, -2.909)
C (2.477, -1.722, -2.220)
C (1.206, -2.504, -2.008)
N (0.714, -2.310, -0.659)
C (0.845, -3.237, 0.304)
O (1.311, -4.346, 0.118)
C (0.321, -2.786, 1.665)
C (-1.186, -3.024, 1.806)
C (-2.033, -2.214, 0.813)
C (-1.768, -0.728, 0.963)
O (-0.869, -0.159, 0.364)
N (-2.580, -0.095, 1.824)
C (-2.480, 1.313, 2.163)
C (-2.319, 1.461, 3.674)
C (-3.716, 2.064, 1.656)
C (-3.738, 2.189, 0.127)
C (-2.739, 3.207, -0.351)
C (-1.485, 2.825, -0.809)
C (-0.565, 3.777, -1.215)
C (-0.888, 5.122, -1.170)
C (-2.137, 5.512, -0.716)
C (-3.054, 4.560, -0.309)
C (3.653, -2.201, -1.655)
H (7.136, -3.174, -0.230)
H (5.831, -3.931, -1.176)
H (5.449, -3.055, 0.331)
H (5.755, 0.266, -2.582)
H (3.663, 1.129, -3.583)
H (1.563, -0.145, -3.341)
H (0.436, -2.185, -2.718)
H (1.391, -3.575, -2.126)
H (0.349, -1.391, -0.421)
H (0.553, -1.731, 1.815)
H (0.837, -3.373, 2.426)
H (-1.391, -4.085, 1.652)
H (-1.486, -2.768, 2.826)
H (-3.090, -2.429, 0.982)
H (-1.776, -2.512, -0.204)
H (-3.307, -0.616, 2.290)
H (-1.589, 1.691, 1.654)
H (-1.465, 0.885, 4.022)
H (-3.211, 1.111, 4.190)
H (-2.158, 2.504, 3.932)
H (-3.727, 3.063, 2.096)
H (-4.613, 1.538, 1.996)
H (-3.521, 1.216, -0.318)
H (-4.740, 2.492, -0.186)
H (-1.220, 1.779, -0.842)
H (0.408, 3.465, -1.566)
H (-0.171, 5.864, -1.488)
H (-2.397, 6.560, -0.681)
H (-4.029, 4.869, 0.042)
H (3.616, -3.135, -1.116)

Calculated values
- energy above the lowest of the compared OMol25 structures with the same formula, charge and spin (eV) = 0.127
- gap between HOMO and LUMO (eV) = 8.9
- SMILES = COc1cccc(CNC(=O)CCCC(=O)N[C@H](C)CCc2ccccc2)c1

***

Entry 8:
Formula: C23H30N2O4S
Source: OMol25
Level of theory: ωB97M-V/def2-TZVPD

Cartesian coordinates (Å):
C (1.044, 1.030, 1.756)
C (-0.436, 0.844, 1.616)
C (-1.207, 1.872, 1.102)
C (-2.586, 1.773, 1.009)
C (-3.376, 2.932, 0.481)
C (-3.214, 0.586, 1.394)
C (-4.709, 0.508, 1.365)
C (-2.422, -0.483, 1.813)
S (-3.278, -2.057, 2.014)
O (-4.259, -1.972, 3.060)
O (-2.379, -3.182, 2.070)
N (-4.152, -2.173, 0.562)
C (-3.419, -2.809, -0.521)
C (-2.287, -1.906, -0.921)
C (-2.557, -0.657, -1.469)
C (-1.532, 0.222, -1.748)
C (-0.208, -0.139, -1.515)
C (0.848, 0.887, -1.755)
O (0.635, 2.077, -1.633)
N (2.053, 0.392, -2.133)
C (3.220, 1.223, -2.290)
C (4.207, 1.052, -1.120)
C (4.802, -0.370, -1.050)
C (6.299, -0.118, -0.865)
C (6.462, 1.224, -1.576)
O (5.295, 1.952, -1.259)
C (0.064, -1.400, -0.994)
C (-0.968, -2.270, -0.693)
C (-1.047, -0.360, 1.989)
C (-0.190, -1.425, 2.600)
H (1.584, 0.212, 1.282)
H (1.332, 1.056, 2.807)
H (1.348, 1.963, 1.288)
H (-0.719, 2.775, 0.770)
H (-4.064, 2.608, -0.298)
H (-3.962, 3.396, 1.275)
H (-2.708, 3.682, 0.067)
H (-5.067, 0.310, 0.356)
H (-5.065, -0.279, 2.019)
H (-5.132, 1.454, 1.695)
H (-5.028, -2.633, 0.766)
H (-4.109, -2.948, -1.358)
H (-3.024, -3.785, -0.209)
H (-3.581, -0.373, -1.656)
H (-1.733, 1.206, -2.143)
H (2.170, -0.603, -2.225)
H (3.723, 0.990, -3.233)
H (2.879, 2.260, -2.314)
H (3.687, 1.316, -0.190)
H (4.374, -0.954, -0.238)
H (4.627, -0.896, -1.991)
H (6.920, -0.900, -1.293)
H (6.538, -0.007, 0.193)
H (7.318, 1.806, -1.232)
H (6.543, 1.078, -2.664)
H (1.081, -1.699, -0.779)
H (-0.753, -3.231, -0.250)
H (-0.770, -2.294, 2.879)
H (0.585, -1.736, 1.901)
H (0.303, -1.026, 3.486)

Calculated values
- energy above the lowest of the compared OMol25 structures with the same formula, charge and spin (eV) = 0.388
- gap between HOMO and LUMO (eV) = 8.9
- SMILES = Cc1cc(C)c(C)c(S(=O)(=O)NCc2ccc(C(=O)NC[C@H]3CCCO3)cc2)c1C

***

Q: Number 3 is which compound?
A: C23H30ClN3PTi